1.
Formula: C8H14N2PRe
Source: the OMol25 dataset
Level of theory: the ωB97M-V functional and the def2-TZVPD basis

Each line ends with the Löwdin spin population.
Positions of all 26 atoms, in Å:
C 1.361 -0.053 -1.198  0.610
C 0.424 0.081 -2.274  0.124
C -0.521 -0.958 -2.278  0.036
C -0.471 -1.936 -1.228  0.066
C 0.238 -1.722 -0.031  0.251
Re -0.323 0.065 -0.424  1.578
P -0.451 2.542 0.090  0.120
H 2.372 0.233 -1.204  0.057
H 0.424 0.887 -2.999  0.016
H -1.161 -1.128 -3.168  0.003
H 0.183 -2.375 0.836  0.019
H -1.062 -2.866 -1.360  0.019
H -1.512 3.065 0.832  0.014
H -0.547 3.413 -1.008  0.012
H 0.589 3.249 0.752  0.007
C 1.126 -0.978 4.786  0.002
N 0.033 -0.197 4.177  0.010
C -0.990 0.356 5.125  0.002
C -0.049 0.016 2.885  0.032
N -0.168 0.373 1.768  0.018
H 0.961 -1.026 5.862  0.000
H 2.093 -0.499 4.598  0.000
H 1.150 -1.992 4.382  0.000
H -1.029 1.442 5.053  0.000
H -1.976 -0.058 4.913  0.000
H -0.693 0.073 6.125  0.000

Forces on atoms 1 to 2 (eV/Å):
3.24 0.72 -2.52
1.93 -0.13 -1.86

Results
- 2S+1: 4
- Total charge: +1
- LUMO (alpha / beta): -3.14 / -4.39 eV
- E_HOMO (alpha / beta): -9.68 / -12.35 eV
- Energy relative to the best compared isomer or geometry (same formula, charge and spin): 56.0 kJ/mol
- HOMO-LUMO gap (alpha / beta): 6.54 / 7.96 eV

***

2.
Formula: C32H55GaN14O3PS2
Source: the OMol25 dataset
Level of theory: the ωB97M-V functional and the def2-TZVPD basis

Each line ends with the Löwdin charge.
Positions of all 108 atoms, in Å:
O 3.689 1.775 1.625  -0.334
S 2.326 2.230 1.801  0.586
O 1.524 1.143 2.290  -0.297
O 2.430 3.457 2.849  -0.262
C 1.818 2.881 0.204  -0.225
C 0.290 2.905 -0.056  -0.240
C -0.573 3.276 1.168  -0.330
C -2.053 2.891 0.796  -0.343
Ga -2.521 0.935 1.161  0.136
P -0.891 -0.633 0.431  0.134
S -1.408 -1.267 -1.404  -0.184
H 1.529 3.550 3.220  0.060
H 2.313 3.848 0.057  0.102
H 2.272 2.202 -0.532  0.098
H 0.119 3.699 -0.803  0.112
H -0.044 1.985 -0.551  0.079
H -0.554 4.371 1.298  0.102
H -0.338 2.719 2.074  0.017
H -2.694 3.495 1.462  0.035
H -2.277 3.203 -0.234  -0.010
H -2.756 0.695 2.748  -0.115
H -3.880 0.531 0.443  -0.115
H 0.411 -0.100 0.270  -0.120
H -0.716 -1.735 1.315  -0.098
C 0.140 4.302 6.428  -0.075
C -0.450 3.740 5.209  -0.225
N -0.913 3.302 4.252  0.198
H 1.141 4.676 6.210  0.060
H -0.472 5.114 6.791  0.019
H 0.206 3.534 7.196  0.086
C -5.025 -3.045 2.933  -0.069
C -5.218 -1.874 2.076  -0.262
N -5.369 -0.953 1.407  0.123
H -4.943 -2.733 3.972  0.078
H -5.870 -3.723 2.829  0.072
H -4.113 -3.566 2.645  0.082
C 2.359 -2.746 -1.745  -0.082
C 1.496 -3.394 -0.765  -0.288
N 0.816 -3.902 0.008  0.141
H 2.156 -3.139 -2.737  0.027
H 2.170 -1.672 -1.740  0.076
H 3.405 -2.928 -1.496  0.070
C 5.566 -0.785 -2.770  -0.051
C 4.796 -1.280 -3.913  -0.245
N 4.178 -1.676 -4.796  0.159
H 5.072 -1.068 -1.841  0.076
H 6.567 -1.212 -2.786  0.083
H 5.639 0.300 -2.816  0.086
C 0.095 -7.212 -0.470  -0.070
C -0.692 -7.698 -1.606  -0.286
N -1.306 -8.079 -2.500  0.101
H -0.391 -7.490 0.463  0.084
H 1.092 -7.645 -0.490  0.035
H 0.186 -6.127 -0.514  0.039
C 4.009 -1.666 -8.144  -0.081
C 3.788 -0.516 -9.025  -0.284
N 3.615 0.384 -9.717  0.113
H 4.036 -1.341 -7.105  0.027
H 3.204 -2.388 -8.269  0.072
H 4.956 -2.144 -8.391  0.081
C 4.536 5.327 6.605  -0.068
C 4.080 4.696 5.362  -0.211
N 3.722 4.197 4.387  0.175
H 5.522 5.762 6.458  0.079
H 3.841 6.112 6.900  0.065
H 4.590 4.583 7.399  0.080
C 0.730 -2.628 -6.227  -0.060
C 1.486 -3.578 -5.412  -0.283
N 2.078 -4.324 -4.770  0.127
H 1.327 -1.732 -6.396  0.069
H 0.481 -3.079 -7.187  0.080
H -0.189 -2.352 -5.712  0.089
C -5.347 3.915 -1.467  -0.077
C -3.984 4.431 -1.608  -0.288
N -2.911 4.827 -1.719  0.133
H -5.628 3.899 -0.417  0.049
H -6.040 4.555 -2.012  0.075
H -5.408 2.904 -1.867  0.083
C 0.613 7.883 8.928  -0.058
C -0.320 6.760 8.806  -0.257
N -1.051 5.880 8.711  0.146
H 1.544 7.647 8.417  0.072
H 0.177 8.774 8.481  0.084
H 0.821 8.076 9.979  0.082
C -8.534 0.229 0.218  -0.076
C -8.693 1.409 -0.636  -0.281
N -8.817 2.334 -1.305  0.113
H -8.461 0.533 1.260  0.080
H -9.393 -0.431 0.098  0.075
H -7.628 -0.310 -0.056  0.063
C -5.343 7.895 -0.145  -0.067
C -5.562 6.670 0.627  -0.274
N -5.734 5.706 1.224  0.152
H -4.425 8.378 0.184  0.081
H -5.258 7.654 -1.203  0.078
H -6.179 8.578 0.001  0.076
C 4.196 -7.844 -1.960  -0.060
C 3.785 -7.754 -0.556  -0.281
N 3.458 -7.681 0.545  0.134
H 4.173 -8.882 -2.285  0.054
H 3.517 -7.261 -2.582  0.085
H 5.206 -7.457 -2.077  0.084
C 3.049 -11.122 -4.539  -0.067
C 4.423 -10.621 -4.629  -0.292
N 5.498 -10.223 -4.695  0.126
H 2.740 -11.169 -3.496  0.080
H 2.377 -10.458 -5.079  0.086
H 2.991 -12.119 -4.973  0.079

Forces on atoms 1 to 2 (eV/Å):
0.16 1.30 -0.25
2.25 -2.18 -0.07

Results
- 2S+1: 1
- Total charge: -1
- LUMO: 1.25 eV
- E_HOMO: -3.64 eV
- HOMO-LUMO gap: 4.89 eV

***

3.
Formula: H80O40
Source: the OMol25 dataset
Level of theory: the ωB97M-V functional and the def2-TZVPD basis

Each line ends with the Löwdin spin population.
Positions of all 120 atoms, in Å:
H -4.695 -2.262 -0.604  0.000
H -3.667 -2.999 -1.212  0.001
O -4.064 -2.120 -1.335  0.001
H 3.877 -4.926 -3.261  0.001
H 2.683 -4.090 -4.014  0.001
O 3.548 -4.102 -3.599  0.007
H -2.778 2.882 2.272  0.001
H -2.844 4.107 2.961  0.001
O -2.634 3.821 2.049  0.004
H 0.507 -3.687 -5.082  0.001
H 0.732 -4.668 -4.038  0.002
O 1.141 -4.388 -4.870  0.003
H -2.535 -2.984 1.929  0.001
H -2.669 -4.054 3.036  0.001
O -3.059 -3.740 2.213  0.003
H 1.073 -0.375 6.584  0.002
O 1.032 -0.731 5.700  0.008
H 0.058 -0.927 -1.727  0.003
O 0.873 -0.612 -2.118  0.013
H -0.645 4.366 4.551  0.003
H -1.594 3.159 4.081  0.002
O -1.534 4.093 4.322  0.006
H 1.510 2.116 4.673  0.007
H 1.283 0.753 3.808  0.004
O 1.124 1.697 3.910  0.024
H -1.545 -2.628 -2.481  0.001
H -2.880 -1.864 -2.865  0.000
O -2.141 -2.394 -3.201  0.003
H -3.917 3.339 0.107  0.000
H -2.658 3.127 -0.859  0.001
O -3.548 2.866 -0.637  0.002
H -0.112 1.018 3.500  0.004
O -0.794 0.676 4.093  0.008
H 2.697 3.669 0.879  0.014
H 3.205 3.421 2.398  0.020
O 2.646 3.145 1.688  0.058
H 0.714 -0.599 2.985  0.005
H 2.053 -0.576 2.218  0.027
O 1.660 -0.701 3.089  0.051
H 0.277 -3.809 5.372  0.001
H 0.817 -3.290 3.993  0.004
O 0.137 -3.176 4.667  0.007
H -1.298 1.842 -0.755  0.002
H 0.119 1.612 -0.238  0.008
O -0.516 1.331 -0.902  0.013
H 6.267 -0.381 -1.897  0.010
H 5.400 -0.122 -0.793  0.020
O 6.262 0.193 -1.120  0.044
H -5.296 -3.134 1.817  0.000
H -5.204 -1.660 2.381  0.000
O -5.568 -2.223 1.693  0.001
H 1.713 -2.090 0.949  0.015
O 1.589 -2.981 1.258  0.026
H -2.413 1.940 -3.658  0.001
H -3.709 2.045 -3.991  0.000
O -3.197 1.389 -3.484  0.001
H 3.283 0.428 0.718  0.065
O 2.615 0.862 0.143  0.089
H -1.177 -4.770 -1.705  0.001
H -0.572 -4.103 -0.568  0.002
O -1.416 -4.108 -1.050  0.005
H 4.057 -1.523 -1.753  0.010
H 2.880 -0.519 -0.832  0.010
O 3.236 -1.217 -1.394  0.044
H -1.217 -0.676 1.926  0.003
H -0.389 -1.036 0.567  0.006
O -0.741 -1.322 1.410  0.015
H 1.867 -1.711 -5.066  0.001
H 2.974 -1.374 -6.022  0.001
O 2.665 -1.178 -5.134  0.005
H -5.734 1.021 1.029  0.000
H -5.385 2.133 2.038  0.000
O -5.513 1.188 1.947  0.001
H 2.130 1.454 -3.459  0.004
H 1.054 1.840 -4.539  0.001
O 1.598 2.166 -3.819  0.006
H -1.206 0.054 -4.150  0.001
H 0.253 -0.483 -4.325  0.001
O -0.277 0.304 -4.191  0.002
H 3.719 -4.471 -1.334  0.007
H 2.888 -5.261 -0.470  0.005
O 3.260 -5.322 -1.353  0.013
H 4.720 -1.961 1.185  0.041
H 4.192 -3.272 0.715  0.013
O 4.459 -2.825 1.528  0.058
H -3.249 0.813 3.667  0.001
H -3.808 2.258 4.459  0.001
O -3.211 1.550 4.277  0.002
H -0.582 4.653 -3.836  0.001
O -0.707 4.823 -4.764  0.001
H 0.877 3.284 -2.672  0.001
H 0.697 3.618 -1.157  0.004
O 0.678 4.007 -2.044  0.008
H 2.420 -3.250 1.666  0.008
H 0.531 -1.559 5.697  0.002
H 2.568 1.648 0.749  0.013
H 0.642 0.251 -2.460  0.002
H -0.265 0.109 4.683  0.002
H 0.080 4.623 -5.273  0.000
O 0.659 6.072 1.052  0.009
H -0.198 6.144 1.450  0.002
H 0.676 5.886 0.139  0.002
O 1.240 -3.263 -1.383  0.008
H 1.992 -3.039 -1.938  0.003
H 0.740 -2.501 -1.110  0.004
O -0.911 -5.321 2.913  0.004
H -0.944 -5.879 2.135  0.001
H -0.778 -4.422 2.595  0.002
O -2.093 5.217 -1.925  0.002
H -1.835 5.161 -1.004  0.001
H -1.358 5.183 -2.527  0.001
O 3.499 3.626 -2.937  0.013
H 2.757 4.125 -2.564  0.002
H 3.588 3.039 -2.176  0.008
O -3.188 -0.439 1.204  0.004
H -3.550 -1.299 0.947  0.001
H -3.353 -0.016 0.346  0.001
O 0.174 3.587 0.701  0.017
H -0.346 2.972 1.245  0.006
H 0.849 3.707 1.368  0.006

Forces on atoms 1 to 2 (eV/Å):
-0.45 1.00 -0.26
0.81 0.15 -0.74

Results
- 2S+1: 2
- Total charge: -1
- LUMO (alpha / beta): 1.80 / 1.69 eV
- E_HOMO (alpha / beta): -0.76 / -7.79 eV
- Energy relative to the best compared isomer or geometry (same formula, charge and spin): 446.6 kJ/mol
- HOMO-LUMO gap (alpha / beta): 2.57 / 9.48 eV

***

Calculated calculated total energy (Eh), listed in the same order as above: -841.8563, -5306.9619, -3057.3825